Density functional theory data (ωB97M-V/def2-TZVPD) for a 3-piece molecular cluster, C27H46BN8O6 overall in a non-equilibrium geometry.

```
88
Properties=species:S:1:pos:R:3:lowdin_charge:R:1
C 3.758 4.013 -4.648 -0.094
C 4.139 2.879 -3.661 -0.204
C 4.205 3.397 -2.208 -0.164
O 3.008 3.021 -1.504 -0.089
C 3.231 2.157 -0.430 -0.207
N 3.477 0.786 -0.867 0.082
C 4.857 0.279 -0.898 -0.008
C 5.275 -0.545 0.324 -0.523
O 6.223 -0.220 0.902 0.189
O 4.565 -1.621 0.734 0.083
C 2.444 -0.052 -0.544 -0.216
N 2.123 -1.172 -1.118 0.001
C 2.863 -1.700 -2.271 -0.180
N 3.938 -2.641 -1.944 0.050
N 1.013 -1.849 -0.583 0.048
C -0.054 -2.104 -1.577 -0.219
C -0.384 -0.902 -2.457 -0.072
N 1.717 0.519 0.490 0.154
B 2.135 0.212 1.897 -0.561
C 1.059 -0.402 2.896 0.017
O 3.380 0.476 2.365 0.185
C 1.775 1.968 0.156 -0.374
N 1.733 2.816 1.341 0.134
C 0.623 2.156 -0.874 -0.089
C 0.017 3.584 -0.971 -0.147
C 0.290 4.207 -2.363 -0.162
C -0.752 5.270 -2.736 -0.182
O -0.969 6.119 -1.593 -0.036
C -2.212 5.953 -1.057 -0.398
O -2.348 5.903 0.079 0.153
H 4.172 3.789 -5.633 0.072
H 4.115 4.991 -4.327 0.072
H 2.675 4.066 -4.777 0.065
H 3.356 2.121 -3.755 0.099
H 5.068 2.412 -3.997 0.103
H 4.198 4.489 -2.267 0.118
H 5.129 3.132 -1.689 0.116
H 3.893 2.520 0.357 0.183
H 5.067 -0.271 -1.820 0.119
H 5.520 1.135 -0.918 0.127
H 5.152 -2.383 0.828 0.137
H 2.205 -2.158 -3.011 0.125
H 3.317 -0.845 -2.771 0.122
H 3.614 -3.594 -2.069 0.084
H 4.669 -2.480 -2.629 0.084
H 1.351 -2.744 -0.238 0.137
H -0.979 -2.464 -1.105 0.094
H 0.279 -2.912 -2.249 0.104
H -1.076 -1.258 -3.223 0.087
H 0.485 -0.502 -2.984 0.063
H -0.885 -0.114 -1.899 0.067
H 0.077 -0.505 2.437 0.059
H 1.403 -1.310 3.399 0.068
H 0.940 0.356 3.687 0.077
H 3.554 -0.034 3.166 0.130
H 1.955 3.756 1.017 0.104
H 0.754 2.889 1.625 0.112
H 0.936 1.797 -1.855 0.106
H -0.173 1.487 -0.548 0.113
H -1.069 3.462 -0.912 0.114
H 0.298 4.244 -0.155 0.107
H 1.280 4.666 -2.367 0.105
H 0.263 3.409 -3.110 0.115
H -0.339 5.855 -3.561 0.123
H -1.679 4.816 -3.097 0.121
H -3.047 5.924 -1.774 0.153
N -2.984 -2.653 0.502 0.038
C -4.317 -2.651 0.563 -0.153
C -5.053 -3.515 1.359 -0.070
C -4.371 -4.437 2.136 -0.075
C -2.986 -4.456 2.087 -0.063
C -2.347 -3.548 1.260 -0.171
H -4.811 -1.915 -0.063 0.103
H -6.134 -3.467 1.370 0.104
H -4.911 -5.128 2.770 0.082
H -2.416 -5.160 2.677 0.104
H -1.262 -3.525 1.194 0.089
N -6.557 -4.964 4.527 0.046
C -6.930 -3.688 4.624 -0.154
C -8.012 -3.256 5.374 -0.068
C -8.754 -4.203 6.060 -0.074
C -8.385 -5.535 5.971 -0.067
C -7.284 -5.860 5.197 -0.146
H -6.322 -2.981 4.068 0.096
H -8.267 -2.206 5.418 0.103
H -9.608 -3.907 6.656 0.108
H -8.939 -6.305 6.491 0.104
H -6.956 -6.890 5.101 0.105
```

E_tot = -53620.9918 eV
gap between HOMO and LUMO = 8.81 eV
2S+1 = 1
highest occupied orbital energy = -11.20 eV
net charge = +1
molar mass = 589.527 g mol⁻¹